No. 1
Molecular formula: C31H32N12O3PSSn
Method: DFT, ωB97M-V/def2-TZVPD

```
81
C31H32N12O3PSSn | OMol25 | ωB97M-V/def2-TZVPD
Sn -0.70 0.67 0.29
N 2.82 2.86 2.74
C 1.91 2.06 2.20
S 1.82 1.92 0.49
N 1.10 1.43 3.03
N 0.31 0.48 2.65
C -0.13 -0.45 3.44
C 0.23 -0.51 4.87
C -0.20 0.51 5.71
C 0.07 0.44 7.07
C 0.82 -0.62 7.57
C 1.27 -1.62 6.73
C 0.97 -1.58 5.38
C -0.98 -1.50 2.85
C -1.57 -2.48 3.64
C -2.31 -3.48 3.03
C -2.45 -3.48 1.65
C -1.84 -2.45 0.93
N -1.13 -1.49 1.51
H 3.51 3.32 2.16
H 2.93 2.89 3.74
H -0.77 1.34 5.31
H -0.30 1.21 7.73
H 1.05 -0.66 8.63
H 1.86 -2.44 7.12
H 1.34 -2.35 4.71
H -1.45 -2.45 4.71
H -2.78 -4.25 3.63
H -3.01 -4.24 1.14
H -1.93 -2.40 -0.14
N -2.19 5.45 3.10
C -1.90 6.09 1.78
P -1.45 4.63 0.70
O -0.82 3.67 1.69
O -2.60 4.14 -0.09
C -0.18 5.38 -0.45
N 0.22 4.38 -1.46
H -1.98 6.04 3.91
H -1.60 4.58 3.08
H -3.16 5.16 3.15
H -1.07 6.79 1.89
H -2.76 6.62 1.39
H 0.69 5.74 0.09
H -0.67 6.22 -0.95
H 0.93 3.75 -1.05
H 0.60 4.80 -2.31
H -0.60 3.74 -1.72
N -5.16 -0.18 -0.78
C -3.97 0.36 -1.04
O -2.92 -0.11 -0.54
C -3.94 1.54 -1.93
C -2.69 2.11 -2.12
N -1.58 2.43 -2.19
C -5.11 2.11 -2.43
N -6.11 2.54 -2.83
H -6.02 0.21 -1.15
H -5.22 -0.97 -0.16
N 2.56 -2.70 -5.70
C 3.23 -3.75 -6.26
C 3.65 -4.02 -7.56
C 4.29 -5.23 -7.76
C 4.47 -6.16 -6.73
C 4.04 -5.91 -5.45
C 3.39 -4.69 -5.21
N 2.84 -4.19 -4.07
C 2.36 -3.01 -4.38
C 1.69 -2.17 -3.41
C 1.03 -0.98 -3.73
C 0.42 -0.25 -2.74
N 0.41 -0.63 -1.45
C 1.05 -1.78 -1.13
C 1.69 -2.56 -2.06
H 2.30 -1.86 -6.18
H 3.47 -3.34 -8.38
H 4.66 -5.46 -8.75
H 4.96 -7.10 -6.95
H 4.21 -6.60 -4.64
H 0.97 -0.63 -4.75
H -0.11 0.66 -2.97
H 1.03 -2.06 -0.09
H 2.19 -3.47 -1.77
```

Summary:
Calculated total energy ... -3036.33878 hartree
Total charge ... +3
E_HOMO (spin up / spin down) ... -13.5 / -13.5 eV
Molecular weight ... 802.43 g mol⁻¹



No. 2
Molecular formula: C14H42ClO11Y
Method: DFT, ωB97M-V/def2-TZVPD

```
69
C14H42ClO11Y | OMol25 | ωB97M-V/def2-TZVPD
Y 0.00 -0.18 -0.01
Cl -0.36 -1.49 3.73
O 0.83 -1.15 4.40
O -0.37 -0.80 2.48
O -0.31 -2.89 3.49
O -1.53 -1.23 4.53
C -2.00 3.79 0.03
C -2.41 2.37 -0.12
O -1.38 1.59 -0.73
H -2.67 4.47 0.54
H -1.79 4.31 -0.91
H -1.13 3.84 0.68
H -3.28 2.24 -0.75
H -2.68 1.99 0.87
H -1.42 1.91 -1.63
C 1.55 3.89 1.18
C 1.80 2.45 1.41
O 0.57 1.72 1.43
H 2.54 4.33 1.25
H 0.95 4.31 1.99
H 1.15 4.12 0.19
H 2.21 2.26 2.41
H 2.54 1.99 0.75
H 0.07 2.04 2.19
C 3.74 -0.87 2.55
C 3.02 -1.59 1.41
O 2.42 -0.58 0.64
H 4.16 -1.52 3.32
H 3.16 -0.11 3.08
H 4.58 -0.28 2.20
H 2.33 -2.37 1.75
H 3.76 -2.08 0.78
H 3.18 -0.11 0.29
C 2.82 2.96 -2.03
C 1.51 2.16 -2.18
O 1.57 0.91 -1.48
H 2.72 3.90 -2.58
H 3.70 2.45 -2.41
H 3.04 3.13 -0.97
H 1.30 1.99 -3.24
H 0.69 2.73 -1.75
H 2.35 0.48 -1.84
C -1.64 -1.59 -4.08
C -1.11 -0.43 -3.27
O -0.29 -0.88 -2.21
H -0.78 -2.13 -4.47
H -2.35 -1.13 -4.77
H -2.12 -2.31 -3.41
H -1.93 0.16 -2.87
H -0.47 0.25 -3.84
H 0.32 -1.42 -2.72
C -0.39 -4.29 -1.42
C -0.46 -3.65 -0.04
O 0.48 -2.56 -0.03
H -0.95 -5.22 -1.51
H 0.62 -4.64 -1.61
H -0.82 -3.62 -2.17
H -0.26 -4.33 0.79
H -1.49 -3.32 0.09
H 1.32 -3.01 -0.10
C -3.71 -2.10 1.67
C -3.29 -0.74 1.14
O -2.29 -1.00 0.20
H -2.90 -2.64 2.17
H -4.13 -2.73 0.89
H -4.40 -1.95 2.50
H -3.06 -0.05 1.95
H -4.09 -0.22 0.62
H -2.74 -1.54 -0.45
```

Summary:
Calculated total energy ... -1884.05403 hartree
Total charge ... +2
E_HOMO ... -14.2 eV
Molecular weight ... 510.84 g mol⁻¹



No. 3
Molecular formula: C51H50CrN7O14Se
Method: DFT, ωB97M-V/def2-TZVPD

```
124
C51H50CrN7O14Se | OMol25 | ωB97M-V/def2-TZVPD
Cr -0.16 -0.04 0.31
C 0.16 -1.53 4.79
C -0.90 -1.85 3.73
C -2.23 -2.17 4.41
C -0.47 -2.99 2.82
C 0.06 -4.13 3.39
C 0.39 -5.22 2.62
C 0.16 -5.17 1.26
C -0.36 -4.05 0.63
C -0.60 -4.22 -0.86
C -1.69 -3.35 -1.45
C 0.72 -4.03 -1.61
C -0.65 -2.92 1.42
N -1.18 -1.71 0.93
C -2.47 -1.51 1.23
O -3.31 -2.39 1.42
C -2.76 -0.07 1.46
C -3.96 0.40 1.98
C -4.07 1.74 2.31
C -2.96 2.55 2.14
C -1.80 2.01 1.60
N -1.70 0.72 1.28
C -0.55 2.79 1.44
O -0.49 3.96 1.86
N 0.44 2.10 0.88
C 1.71 2.73 1.00
C 2.24 3.57 0.00
C 3.51 4.11 0.15
C 4.26 3.87 1.28
C 3.70 3.14 2.31
C 2.43 2.59 2.20
C 1.80 2.01 3.45
C 2.77 1.16 4.27
C 1.29 3.18 4.30
C 1.40 3.98 -1.18
C 2.19 4.22 -2.47
C 0.57 5.22 -0.82
H -0.08 -0.58 5.26
H 1.14 -1.45 4.33
H 0.19 -2.29 5.57
H -1.02 -0.95 3.13
H -2.14 -3.04 5.05
H -3.00 -2.37 3.66
H -2.55 -1.32 5.01
H 0.20 -4.17 4.46
H 0.81 -6.11 3.07
H 0.39 -6.04 0.66
H -0.91 -5.27 -0.99
H -1.37 -2.32 -1.50
H -2.60 -3.43 -0.85
H -1.92 -3.68 -2.46
H 1.14 -3.05 -1.41
H 0.56 -4.12 -2.69
H 1.46 -4.78 -1.30
H -4.78 -0.30 2.11
H -5.00 2.14 2.70
H -2.96 3.60 2.40
H 3.91 4.74 -0.63
H 5.26 4.28 1.37
H 4.26 3.04 3.23
H 0.95 1.39 3.16
H 3.53 1.78 4.75
H 3.27 0.42 3.64
H 2.23 0.63 5.05
H 2.12 3.81 4.60
H 0.79 2.81 5.19
H 0.59 3.78 3.73
H 0.71 3.15 -1.35
H 2.74 5.16 -2.45
H 1.49 4.26 -3.31
H 2.88 3.40 -2.65
H 1.21 6.11 -0.75
H 0.08 5.08 0.13
H -0.18 5.40 -1.59
O 7.29 -1.52 -0.14
C 6.91 -1.43 -1.44
O 7.63 -1.84 -2.31
C 5.60 -0.79 -1.66
C 5.11 0.20 -0.80
C 3.89 0.78 -1.03
C 3.08 0.36 -2.09
C 3.56 -0.65 -2.95
C 4.82 -1.18 -2.75
N 1.84 0.95 -2.16
C 1.07 0.88 -3.17
C -0.22 1.53 -3.19
C -0.95 1.61 -4.38
C -2.13 2.33 -4.40
C -2.54 2.97 -3.24
C -1.76 2.82 -2.10
N -0.65 2.11 -2.07
H 6.56 -1.28 0.45
H 5.70 0.55 0.05
H 3.52 1.57 -0.40
H 2.95 -1.04 -3.75
H 5.21 -1.93 -3.42
H 1.35 0.39 -4.11
H -0.59 1.11 -5.28
H -2.71 2.39 -5.31
H -3.45 3.55 -3.22
H -2.02 3.32 -1.18
O -3.23 1.06 -0.94
C -2.68 0.08 -1.44
O -1.45 -0.22 -1.31
C -3.55 -0.87 -2.24
C -4.78 -1.17 -1.67
C -5.66 -2.05 -2.31
C -5.31 -2.62 -3.53
C -4.10 -2.28 -4.11
C -3.21 -1.41 -3.47
N -3.78 -2.82 -5.38
O -4.58 -3.61 -5.91
O -2.72 -2.48 -5.92
N -6.91 -2.37 -1.73
O -7.62 -3.22 -2.27
O -7.26 -1.76 -0.72
H -5.06 -0.73 -0.72
H -5.99 -3.30 -4.02
H -2.26 -1.18 -3.93
O 1.05 -0.47 1.92
Se 2.62 -0.62 1.45
O 3.31 -1.81 2.28
O 1.05 -0.89 -0.64
O 2.18 -1.49 -0.16
```

Summary:
Calculated total energy ... -6855.92147 hartree
Total charge ... -2
E_HOMO (spin up / spin down) ... -3.4 / -2.9 eV
Molecular weight ... 1115.95 g mol⁻¹
Multiplicity ... 2



No. 4
Molecular formula: C6H6F6N2O5S
Method: DFT, ωB97M-V/def2-TZVPD

```
26
C6H6F6N2O5S | OMol25 | ωB97M-V/def2-TZVPD
C -1.98 1.69 0.03
C -1.95 0.33 0.67
O -2.89 -0.40 0.74
N -0.70 -0.02 1.27
C -0.76 -1.26 2.06
N 0.36 0.02 0.32
C 0.56 -1.18 -0.37
O 1.46 -1.92 -0.29
O -0.55 -1.48 -1.20
S -0.54 -0.98 -2.70
O -0.74 0.42 -2.72
O -1.33 -1.87 -3.44
F 0.94 -1.26 -3.02
C 1.56 0.64 0.85
F 1.17 1.81 1.41
F 2.16 -0.09 1.82
C 2.63 0.96 -0.25
F 2.04 1.15 -1.44
F 3.54 0.00 -0.35
F 3.26 2.09 0.08
H -1.59 2.42 0.73
H -2.99 1.92 -0.27
H -1.30 1.69 -0.82
H -1.25 -2.07 1.54
H -1.34 -1.04 2.95
H 0.24 -1.56 2.38
```

Summary:
Calculated total energy ... -1715.32089 hartree
Structure (SMILES) ... CC(=O)N(C)N(C(=O)OS(=O)(=O)F)C(F)(F)C(F)(F)F
E_HOMO ... -10.7 eV
Molecular weight ... 332.18 g mol⁻¹